{
  "formula": "C24H73N2O10S10",
  "method": "ωB97M-V with the def2-TZVPD basis set",
  "species": ["N", "C", "C", "C", "C", "N", "H", "H", "H", "H", "H", "H", "H", "H", "H", "H", "H", "H", "H", "C", "S", "O", "C", "H", "H", "H", "H", "H", "H", "C", "S", "O", "C", "H", "H", "H", "H", "H", "H", "C", "S", "O", "C", "H", "H", "H", "H", "H", "H", "C", "S", "O", "C", "H", "H", "H", "H", "H", "H", "C", "S", "O", "C", "H", "H", "H", "H", "H", "H", "C", "S", "O", "C", "H", "H", "H", "H", "H", "H", "C", "S", "O", "C", "H", "H", "H", "H", "H", "H", "C", "S", "O", "C", "H", "H", "H", "H", "H", "H", "C", "S", "O", "C", "H", "H", "H", "H", "H", "H", "C", "S", "O", "C", "H", "H", "H", "H", "H", "H"],
  "positions_angstrom": [[-4.802412, -2.883287, -3.787703], [-5.122496, -4.333847, -3.500765], [-4.840537, -4.769646, -1.910799], [-4.595236, -6.391141, -1.932743], [-5.527569, -7.250376, -0.893968], [-4.607960, -8.327313, -0.289691], [-5.369174, -2.314987, -3.120838], [-3.768704, -2.700034, -3.632701], [-6.247591, -4.629977, -3.701819], [-4.420570, -5.011034, -4.176292], [-5.787713, -4.429631, -1.280387], [-3.902674, -4.135107, -1.580035], [-4.798409, -6.844806, -3.017891], [-3.426305, -6.550448, -1.756507], [-6.092188, -6.618055, -0.087378], [-6.345304, -7.840879, -1.509840], [-5.058775, -8.655982, 0.592489], [-4.532149, -9.126615, -0.962470], [-3.684551, -7.883214, -0.049993], [-3.385544, -3.571175, 1.489857], [-1.832947, -4.363283, 1.005463], [-2.147161, -5.781978, 0.633953], [-1.111653, -4.382409, 2.664575], [-4.023515, -3.487088, 0.606806], [-3.892579, -4.174682, 2.246644], [-3.178930, -2.572817, 1.882549], [-1.761187, -4.934671, 3.347943], [-0.980993, -3.356802, 3.017368], [-0.137291, -4.874051, 2.614417], [-2.963868, -8.732575, -6.908491], [-2.880038, -8.188669, -5.185190], [-4.059115, -7.295791, -4.936209], [-1.429872, -7.128043, -5.398202], [-3.831087, -9.386959, -7.024983], [-3.071403, -7.868152, -7.568219], [-2.056760, -9.286733, -7.160839], [-1.633188, -6.364387, -6.152768], [-0.574348, -7.736302, -5.700704], [-1.209704, -6.644330, -4.443655], [-0.418634, -1.112340, -0.563725], [0.956287, -1.468261, 0.556785], [0.369660, -1.857127, 1.881208], [1.526878, 0.242982, 0.695929], [-0.953400, -2.043656, -0.765049], [-1.101475, -0.395501, -0.101230], [-0.029974, -0.709002, -1.501742], [0.722191, 0.875081, 1.079082], [1.850637, 0.600390, -0.284298], [2.371496, 0.272620, 1.388281], [-2.346481, 4.845661, 1.739951], [-0.793885, 4.053553, 1.255557], [-1.108099, 2.634858, 0.884047], [-0.072590, 4.034427, 2.914669], [-2.984452, 4.929748, 0.856900], [-2.853515, 4.242154, 2.496737], [-2.139867, 5.844019, 2.132642], [-0.722124, 3.482165, 3.598037], [0.058070, 5.060034, 3.267462], [0.901772, 3.542784, 2.864510], [3.206876, -8.459096, -8.444762], [1.542612, -8.730467, -7.789617], [0.967237, -7.387756, -7.449742], [2.078105, -9.500282, -6.242389], [3.123030, -7.946871, -9.406246], [3.783952, -7.839799, -7.753759], [3.703222, -9.421426, -8.590281], [2.726202, -8.816084, -5.689467], [2.611804, -10.427817, -6.462051], [1.193652, -9.725927, -5.642024], [3.728512, -4.944258, -5.386321], [5.281109, -5.736366, -5.870716], [4.966895, -7.155061, -6.242225], [6.002403, -5.755491, -4.211604], [3.090541, -4.860171, -6.269372], [3.221477, -5.547765, -4.629535], [3.935127, -3.945899, -4.993630], [5.352870, -6.307753, -3.528236], [6.133063, -4.729884, -3.858810], [6.976765, -6.247134, -4.261761], [-3.287810, 10.365915, 2.121717], [-1.735214, 9.573807, 1.637323], [-2.049428, 8.155112, 1.265814], [-1.013919, 9.554682, 3.296435], [-3.925781, 10.450002, 1.238666], [-3.794845, 9.762408, 2.878504], [-3.081196, 11.364274, 2.514409], [-1.663453, 9.002420, 3.979803], [-0.883259, 10.580289, 3.649229], [-0.039557, 9.063039, 3.246277], [-3.624235, 8.322566, 8.242620], [-2.538421, 8.408871, 6.798256], [-2.922136, 9.630888, 6.017949], [-3.247747, 6.976861, 5.950030], [-3.386150, 9.156552, 8.907180], [-4.668633, 8.395761, 7.929718], [-3.455640, 7.380843, 8.770206], [-4.315749, 7.134017, 5.781057], [-3.091216, 6.080442, 6.554461], [-2.742828, 6.856994, 4.988625], [3.822102, 10.365612, 2.159347], [3.153181, 8.960805, 3.082217], [2.217327, 9.506909, 4.119228], [4.701324, 8.535766, 3.916409], [3.012650, 10.820904, 1.583713], [4.234647, 11.104406, 2.850735], [4.599381, 10.016329, 1.475639], [5.059117, 9.389176, 4.497401], [5.448696, 8.247466, 3.173627], [4.515036, 7.693681, 4.587081], [9.877952, 6.256883, 4.320275], [8.081847, 6.248564, 4.104489], [7.738973, 7.340700, 3.135406], [7.695047, 6.853580, 5.765099], [10.342549, 5.944776, 3.381874], [10.218820, 7.263114, 4.575889], [10.153821, 5.555056, 5.110814], [8.172906, 7.822174, 5.930497], [8.043782, 6.131381, 6.506866], [6.611610, 6.964972, 5.850923]],
  "atomic_forces_ev_per_a": [[-0.1236, -1.0303, 1.1249], [0.7161, -0.9447, 0.5580], [-0.4163, 0.3311, -1.3663], [0.2011, 0.0757, -0.4023], [-0.6250, 0.7793, -1.8298], [-0.8100, 0.3316, 0.7827], [0.9279, -0.3500, -0.7771], [-1.8695, -0.3301, -0.0673], [2.2895, 0.9186, 0.0471], [-1.6388, 1.4258, 1.3681], [2.0387, -0.8422, -1.1073], [-1.8074, -1.6217, -0.3965], [0.4508, 1.2324, 2.3170], [-2.5393, 0.1131, 0.0206], [1.5453, -1.3239, -1.2718], [1.6448, 1.2481, 1.3753], [0.6782, -0.0532, -0.7717], [0.3077, 0.9311, 0.8132], [-0.7124, -0.5148, -0.3220], [-0.1131, -0.0366, -0.0504], [0.0946, 0.2861, 0.5000], [-0.3927, -0.3106, -0.0059], [-0.0554, -0.0992, 0.1283], [0.1608, -0.0296, 0.0781], [0.1273, -0.0133, -0.0317], [0.0928, -0.1005, -0.0561], [-0.0695, -0.0560, -0.1978], [0.0554, -0.1157, -0.2512], [-0.1395, 0.1338, -0.1277], [-0.1483, -0.0091, -0.0362], [0.3457, 0.1708, -0.3692], [0.1140, -0.1353, -0.0889], [-0.1378, -0.0157, 0.1646], [0.0989, 0.0968, 0.1306], [0.0399, -0.0185, 0.1648], [-0.0318, 0.0813, 0.0984], [-0.0106, -0.1696, 0.0197], [-0.1296, 0.1322, -0.0695], [-0.1318, -0.1171, -0.0273], [-0.1800, 0.0219, 0.0297], [-0.0752, 0.2341, 0.0375], [0.0080, 0.1634, -0.3777], [-0.0291, 0.0493, 0.1788], [0.1994, 0.0332, 0.0806], [0.1494, 0.0312, 0.0396], [0.0335, -0.0243, 0.1143], [-0.0722, -0.0827, -0.1013], [-0.0488, -0.1015, 0.0484], [-0.0840, -0.1757, -0.1006], [-0.0448, -0.0672, 0.0757], [-0.2574, 0.0640, 0.0904], [0.1051, 0.1518, 0.2300], [0.0064, -0.0987, 0.0912], [0.2163, 0.0075, 0.0723], [0.1275, -0.1090, -0.0754], [0.0508, 0.0184, -0.2193], [-0.0095, 0.0105, -0.1208], [-0.0165, -0.0417, -0.1197], [-0.1301, 0.0638, -0.0932], [-0.0407, 0.1451, -0.0734], [0.3482, 0.0423, -0.0792], [0.1581, -0.2718, 0.1035], [0.0159, 0.1070, 0.1551], [-0.1743, -0.1317, 0.0934], [-0.1478, -0.1389, 0.0047], [-0.1275, 0.0253, 0.0191], [0.0132, 0.0214, -0.1647], [-0.0726, 0.0880, -0.0419], [0.0174, 0.0031, -0.1559], [-0.1218, -0.0455, -0.0228], [-0.0847, -0.0751, 0.1157], [0.0541, 0.4459, 0.4097], [0.0257, -0.1280, 0.0619], [0.1528, -0.0904, 0.0580], [0.1021, -0.0250, -0.0772], [0.0752, -0.0871, -0.0616], [-0.0046, 0.0226, -0.1282], [-0.0213, -0.0582, -0.1128], [-0.1518, 0.0665, -0.1086], [-0.1610, -0.0795, -0.0612], [-0.0366, 0.0068, 0.3304], [-0.0183, 0.1530, 0.2538], [0.0329, -0.2624, -0.1465], [0.1785, -0.0446, 0.0412], [0.1517, 0.0193, -0.0190], [0.0583, -0.1168, -0.0326], [-0.0625, 0.2019, -0.1621], [-0.0155, -0.1208, -0.0415], [-0.0770, 0.1828, -0.0816], [-0.1144, 0.0520, 0.0374], [-0.1812, 0.3326, -0.1270], [-0.0078, -0.6388, 0.3297], [-0.1116, -0.0283, -0.0796], [0.0595, -0.0928, -0.1809], [0.1175, 0.0172, -0.0633], [0.0543, 0.0657, -0.0759], [0.0902, 0.0716, 0.0347], [0.0386, 0.0980, -0.0041], [0.0052, 0.1029, 0.1300], [0.0030, 0.1085, -0.0080], [0.0604, 0.2035, 0.3174], [0.3555, -0.1497, -0.3652], [-0.0003, 0.0443, -0.0458], [0.0338, -0.1561, 0.1221], [-0.0699, -0.1250, 0.0204], [-0.0809, -0.0468, 0.0767], [-0.1161, -0.0088, -0.0725], [-0.0341, -0.0047, 0.0615], [-0.1306, 0.0937, -0.1355], [0.0905, 0.0806, -0.0369], [0.0270, 0.3220, -0.1614], [0.1728, -0.3719, 0.4834], [-0.0116, 0.1102, 0.0461], [-0.1838, 0.0293, 0.0934], [-0.1211, -0.0547, -0.0401], [-0.0931, 0.0244, -0.0685], [-0.0140, -0.0769, -0.1017], [-0.0269, 0.0101, -0.1065], [0.1472, -0.0653, -0.1036]],
  "lowdin_charge": [-0.05, -0.28, -0.19, -0.19, -0.14, 0.14, 0.07, 0.08, 0.13, 0.11, 0.12, 0.10, 0.09, 0.12, 0.14, 0.15, 0.17, 0.18, 0.15, -0.25, 0.81, -0.60, -0.26, 0.02, 0.06, 0.06, 0.06, 0.04, 0.06, -0.25, 0.82, -0.59, -0.26, 0.05, 0.07, 0.05, 0.07, 0.02, 0.05, -0.26, 0.82, -0.58, -0.26, 0.02, 0.06, 0.06, 0.03, 0.06, 0.05, -0.26, 0.82, -0.59, -0.27, 0.06, 0.06, 0.02, 0.06, 0.05, 0.05, -0.26, 0.81, -0.58, -0.26, 0.06, 0.01, 0.06, 0.05, 0.06, 0.04, -0.26, 0.84, -0.57, -0.27, 0.05, 0.06, 0.05, 0.06, 0.05, 0.05, -0.26, 0.82, -0.58, -0.26, 0.05, 0.05, 0.06, 0.02, 0.07, 0.02, -0.27, 0.81, -0.56, -0.27, 0.05, 0.06, 0.05, 0.06, 0.05, 0.04, -0.26, 0.81, -0.57, -0.28, 0.05, 0.06, 0.06, 0.06, 0.03, 0.04, -0.27, 0.81, -0.57, -0.27, 0.05, 0.06, 0.05, 0.06, 0.05, 0.04],
  "gap_ev": 6.93,
  "homo_ha": -0.3548,
  "total_charge": 1,
  "e_lumo_ev": -2.73
}